Record 1
Below is a 2-piece molecular cluster, C40H42BClN3O9S overall, with properties calculated with ωB97M-V/def2-TZVPD.

```
! wB97M-V def2-TZVPD RIJCOSX def2/J DEFGRID3
* xyz -1 1
C -3.21 -5.05 -0.88
B -2.38 -4.28 -1.97
O -2.30 -4.79 -3.26
C -1.57 -2.94 -1.66
C -2.16 -1.67 -1.64
C -3.63 -1.57 -1.94
C -3.97 -1.83 -3.44
C -4.39 -0.59 -4.18
C -5.75 -0.29 -4.29
C -6.18 0.86 -4.93
C -5.23 1.73 -5.46
C -3.88 1.43 -5.40
C -3.47 0.27 -4.76
C -1.32 -0.59 -1.36
C 0.05 -0.76 -1.13
C 0.65 -2.02 -1.13
C 2.11 -2.24 -0.83
C 2.39 -3.26 0.29
C 2.36 -2.63 1.68
C 2.44 -3.74 2.74
N 1.10 -4.17 3.21
C 0.86 -5.59 2.97
C 0.94 -3.83 4.59
C 1.38 -4.78 5.69
O 0.47 -2.76 4.90
C -0.23 -3.06 -1.41
O 0.28 -4.42 -1.45
C 1.03 -4.64 -2.48
N 1.74 -4.80 -3.37
C 0.84 0.49 -0.90
O 1.96 0.63 -1.34
C 0.17 1.57 -0.12
C 0.89 2.40 0.73
C 2.38 2.29 0.99
C 3.29 3.14 0.09
C 4.37 2.35 -0.66
Cl 2.38 4.16 -1.08
C 0.20 3.42 1.39
C 0.92 4.41 2.32
O 0.95 5.57 1.87
O 1.37 3.96 3.38
C -1.17 3.54 1.22
C -1.89 2.70 0.39
S -3.65 2.93 0.30
C -4.08 3.51 1.93
O -4.35 1.67 0.15
O -3.95 3.98 -0.64
C -1.20 1.71 -0.32
C -1.87 0.81 -1.29
O -2.76 1.17 -2.01
H -3.99 -4.46 -0.40
H -3.63 -5.95 -1.33
H -2.49 -5.39 -0.13
H -1.37 -4.91 -3.51
H -4.06 -0.64 -1.60
H -4.12 -2.36 -1.36
H -4.85 -2.49 -3.44
H -3.15 -2.33 -3.94
H -6.46 -0.98 -3.86
H -7.24 1.08 -4.99
H -5.58 2.64 -5.94
H -3.16 2.11 -5.83
H -2.41 0.06 -4.71
H 2.62 -2.50 -1.76
H 2.56 -1.30 -0.52
H 1.68 -4.09 0.30
H 3.37 -3.70 0.11
H 1.40 -2.14 1.81
H 3.19 -1.94 1.81
H 2.97 -4.61 2.35
H 3.02 -3.39 3.60
H 1.70 -6.24 3.26
H 0.64 -5.78 1.92
H -0.01 -5.93 3.55
H 1.71 -5.75 5.35
H 2.20 -4.30 6.22
H 0.58 -4.92 6.41
H 2.65 1.24 0.92
H 2.50 2.57 2.04
H 3.80 3.84 0.74
H 4.02 2.12 -1.66
H 5.31 2.89 -0.70
H 4.50 1.38 -0.17
H -1.67 4.33 1.75
H -5.17 3.51 1.96
H -3.64 4.48 2.15
H -3.72 2.77 2.64
N 5.84 6.84 1.14
C 6.50 6.73 2.33
C 5.56 6.53 3.31
C 4.28 6.53 2.68
C 4.49 6.73 1.35
H 6.27 6.99 0.24
H 7.57 6.79 2.38
H 5.76 6.40 4.36
H 3.32 6.40 3.15
H 3.79 6.78 0.53
*
```

## Properties
Highest occupied orbital energy: -0.200 Eh
Frontier orbital gap: 0.253 hartree

Here are the Mulliken charges for atoms 1 to 6, given in e: -0.956 0.715 -0.762 0.066 0.021 -1.164

***

Record 2
Below is C40H42BF3N8O2Ti as an isolated structure, with properties calculated with ωB97M-V/def2-TZVPD.

```
! wB97M-V def2-TZVPD RIJCOSX def2/J DEFGRID3
* xyz 2 1
Ti -0.85 0.28 0.24
C -2.16 2.91 -3.05
C -3.11 1.71 -3.10
C -2.63 0.63 -4.07
C -3.49 1.13 -1.75
C -4.83 0.79 -1.52
C -4.89 0.36 -0.22
N -3.66 0.42 0.30
N -2.76 0.87 -0.64
B -3.38 0.20 1.80
N -2.59 -1.13 1.94
C -2.85 -2.19 2.69
C -1.88 -3.16 2.45
C -1.01 -2.59 1.52
N -1.46 -1.35 1.21
C 0.23 -3.21 0.95
C -0.08 -4.62 0.45
C 1.34 -3.23 2.02
N -2.45 1.32 2.30
C -2.64 2.14 3.33
C -1.44 2.77 3.62
C -0.52 2.27 2.71
N -1.15 1.39 1.89
C 0.96 2.53 2.68
C 1.30 3.97 3.03
C 1.63 1.56 3.66
H -2.39 3.58 -3.88
H -1.13 2.61 -3.15
H -2.28 3.48 -2.13
H -4.06 2.07 -3.49
H -1.65 0.24 -3.80
H -2.55 1.04 -5.08
H -3.34 -0.20 -4.11
H -5.64 0.89 -2.22
H -5.73 0.02 0.37
H -4.39 0.14 2.42
H -3.70 -2.22 3.35
H -1.82 -4.13 2.90
H 0.58 -2.60 0.12
H -0.38 -5.26 1.28
H 0.81 -5.06 -0.01
H -0.88 -4.61 -0.29
H 0.99 -3.74 2.92
H 1.65 -2.22 2.28
H 2.20 -3.77 1.64
H -3.60 2.23 3.81
H -1.26 3.50 4.40
H 1.33 2.31 1.68
H 1.00 4.21 4.05
H 0.82 4.68 2.35
H 2.38 4.12 2.96
H 1.34 1.78 4.68
H 2.72 1.66 3.58
H 1.36 0.52 3.43
O -3.41 -6.25 -3.28
C -2.37 -5.59 -3.81
O -1.87 -5.93 -4.84
C -1.87 -4.37 -3.08
C -2.68 -3.53 -2.34
C -2.17 -2.35 -1.82
C -0.85 -1.99 -2.06
C -0.01 -2.86 -2.76
C -0.53 -4.04 -3.27
N -0.42 -0.71 -1.63
C 0.41 -0.04 -2.35
C 0.74 1.33 -2.00
C 1.59 2.10 -2.78
C 1.78 3.44 -2.44
C 1.09 3.96 -1.36
C 0.26 3.12 -0.63
N 0.09 1.84 -0.93
H -3.64 -5.97 -2.39
H -3.73 -3.76 -2.19
H -2.83 -1.67 -1.29
H 1.04 -2.64 -2.89
H 0.10 -4.71 -3.85
H 0.84 -0.46 -3.26
H 2.07 1.67 -3.64
H 2.43 4.06 -3.03
H 1.20 4.99 -1.07
H -0.31 3.51 0.21
F 7.80 1.74 3.13
C 7.65 1.72 1.79
F 8.56 0.87 1.30
F 7.92 2.94 1.33
C 6.25 1.27 1.43
C 5.87 -0.03 1.74
C 4.58 -0.45 1.47
C 3.67 0.43 0.88
C 4.08 1.73 0.54
C 5.37 2.15 0.82
C 2.30 0.11 0.70
C 1.09 -0.07 0.59
H 6.58 -0.70 2.20
H 4.27 -1.45 1.72
H 3.38 2.40 0.06
H 5.68 3.15 0.56
*
```

## Properties
Energy relative to the best compared isomer or geometry (same formula, charge and spin): 0.0 kJ/mol
Highest occupied orbital energy: -0.514 Eh
Frontier orbital gap: 0.238 hartree

Here are the Mulliken charges for atoms 1 to 6, given in e: -1.986 -1.386 0.471 -1.337 0.324 -1.548

***

Record 3
Below is C40H42N10O2Sc as an isolated structure, with properties calculated with ωB97M-V/def2-TZVPD.

```
! wB97M-V def2-TZVPD RIJCOSX def2/J DEFGRID3
* xyz 1 1
Sc -0.22 0.33 -0.33
C 3.04 2.79 3.59
C 4.39 2.21 3.31
C 5.38 2.21 4.28
C 6.64 1.68 4.03
C 6.93 1.13 2.79
C 5.96 1.13 1.80
C 4.70 1.66 2.06
N 3.75 1.66 1.00
C 2.63 0.89 0.92
N 2.40 0.07 1.97
C 1.19 -0.48 2.46
C 0.00 -0.39 1.73
C -1.15 -0.84 2.42
C -1.11 -1.33 3.71
C 0.11 -1.47 4.35
C 1.28 -1.07 3.73
C 2.60 -1.30 4.42
N 1.86 0.94 -0.13
C 2.27 1.80 -1.19
C 1.71 3.07 -1.30
C 2.08 3.92 -2.34
C 3.03 3.51 -3.25
C 3.59 2.25 -3.15
C 3.23 1.38 -2.12
C 3.86 0.02 -2.02
H 3.09 3.44 4.46
H 2.30 2.01 3.79
H 2.68 3.37 2.75
H 5.17 2.65 5.24
H 7.39 1.71 4.80
H 7.90 0.71 2.59
H 6.18 0.73 0.82
H 4.04 2.11 0.14
H 3.15 0.06 2.64
H -2.12 -0.79 1.92
H -2.02 -1.63 4.21
H 0.15 -1.89 5.35
H 2.44 -1.92 5.30
H 3.06 -0.37 4.74
H 3.30 -1.83 3.77
H 0.99 3.40 -0.57
H 1.63 4.89 -2.42
H 3.35 4.18 -4.04
H 4.33 1.93 -3.86
H 4.30 -0.27 -2.97
H 3.13 -0.73 -1.72
H 4.66 0.03 -1.27
N -0.74 2.47 1.39
C -1.96 3.05 0.81
C -2.07 2.70 -0.70
O -2.72 3.38 -1.45
O -1.45 1.62 -1.03
H -0.91 2.24 2.37
H 0.00 3.16 1.38
H -2.02 4.14 0.93
H -2.84 2.61 1.28
C 0.72 -0.80 -5.34
C 0.70 -1.82 -4.40
C 0.54 -1.49 -3.06
N 0.35 -0.24 -2.62
C 0.33 0.73 -3.54
C 0.54 0.50 -4.89
H 0.86 -1.01 -6.39
H 0.81 -2.85 -4.70
H 0.57 -2.27 -2.31
H 0.12 1.73 -3.18
H 0.56 1.33 -5.58
C -2.98 -0.56 -2.71
C -2.55 -1.61 -1.75
N -1.57 -1.49 -0.87
C -1.50 -2.69 -0.22
C -2.44 -3.54 -0.71
N -3.10 -2.85 -1.69
C -4.21 -3.37 -2.44
N -5.31 -3.72 -1.59
N -5.72 -5.00 -1.49
N -6.74 -5.08 -0.76
C -7.08 -3.84 -0.31
C -8.12 -3.39 0.50
C -8.16 -2.05 0.77
C -7.21 -1.15 0.27
C -6.18 -1.57 -0.54
C -6.13 -2.92 -0.85
H -2.60 0.41 -2.38
H -4.06 -0.50 -2.79
H -2.59 -0.77 -3.71
H -0.78 -2.86 0.56
H -2.69 -4.54 -0.45
H -3.92 -4.30 -2.96
H -4.51 -2.63 -3.19
H -8.84 -4.09 0.89
H -8.95 -1.66 1.40
H -7.28 -0.11 0.53
H -5.44 -0.87 -0.91
*
```

## Properties
Energy relative to the best compared isomer or geometry (same formula, charge and spin): 0.0 kJ/mol
Highest occupied orbital energy: -0.386 Eh
Frontier orbital gap: 0.306 hartree

Here are the Mulliken charges for atoms 1 to 6, given in e: -0.893 -1.087 1.332 -0.873 -0.653 -0.778

***

Record 4
Below is C40H43AsN6S2Tl as an isolated structure, with properties calculated with ωB97M-V/def2-TZVPD.

```
! wB97M-V def2-TZVPD RIJCOSX def2/J DEFGRID3
* xyz 1 1
Tl -0.41 0.40 -0.42
C 1.07 -3.03 -0.83
N 1.89 -2.00 -0.20
C 2.07 -2.34 1.22
C 1.24 -1.56 2.26
N -0.08 -1.05 1.85
C -0.30 0.22 2.58
C -1.19 -1.96 2.12
C -1.34 -2.50 3.40
C -2.38 -3.35 3.72
C -3.30 -3.67 2.73
C -3.17 -3.12 1.47
C -2.14 -2.24 1.13
S -2.18 -1.56 -0.51
C 2.92 -1.31 -0.83
C 4.24 -2.16 -1.37
C 5.56 -1.77 -1.40
C 6.00 -0.53 -1.95
C 5.14 0.26 -2.61
C 2.83 1.13 -2.52
S 1.47 2.72 -0.59
H 1.64 -3.94 -1.04
H 0.60 -2.66 -1.74
H 0.26 -3.27 -0.14
H 3.11 -2.23 1.52
H 1.85 -3.41 1.32
H 1.82 -0.70 2.59
H 1.16 -2.23 3.11
H -0.24 0.09 3.67
H -1.29 0.59 2.35
H 0.45 0.95 2.28
H -0.63 -2.24 4.18
H -2.47 -3.74 4.72
H -4.12 -4.34 2.94
H -3.90 -3.36 0.70
H 4.06 -3.22 -1.25
H 6.30 -2.47 -1.04
H 7.04 -0.25 -1.85
H 5.50 1.20 -3.03
C -3.72 1.19 1.17
N -2.63 1.84 0.39
C -3.17 2.15 -0.95
N -4.34 3.01 -0.90
C -5.37 2.33 -0.09
N -4.90 2.04 1.26
C -4.51 3.30 1.90
N -3.46 4.00 1.15
C -2.31 3.12 1.05
C -3.97 4.25 -0.21
H -3.35 0.98 2.18
H -3.96 0.25 0.68
H -3.43 1.20 -1.43
H -2.39 2.64 -1.53
H -5.64 1.40 -0.58
H -6.25 2.97 -0.04
H -4.16 3.10 2.91
H -5.39 3.95 1.96
H -1.93 2.92 2.06
H -1.52 3.62 0.48
H -3.20 4.76 -0.79
H -4.84 4.90 -0.15
C 7.87 0.41 1.27
C 7.32 1.49 0.59
C 5.97 1.49 0.26
C 5.15 0.41 0.61
C 5.72 -0.65 1.32
C 7.07 -0.66 1.64
As 3.22 0.35 0.32
C 2.84 1.64 -1.11
C 3.21 3.12 -0.98
C 3.56 4.01 -2.13
C 3.00 4.09 -3.35
C 1.96 3.13 -3.77
C 2.23 1.91 -3.39
C 3.71 -0.06 -2.95
C 3.66 -0.05 -4.47
C 3.05 -0.97 -5.18
C 2.50 -2.16 -4.54
C 2.57 -2.35 -3.22
C 3.19 -1.37 -2.28
H 8.93 0.41 1.52
H 7.94 2.33 0.31
H 5.57 2.33 -0.29
H 5.10 -1.49 1.63
H 7.49 -1.49 2.18
H 3.74 3.39 -0.08
H 4.34 4.73 -1.89
H 3.31 4.88 -4.03
H 1.07 3.45 -4.30
H 4.11 0.82 -4.93
H 2.99 -0.88 -6.26
H 2.08 -2.95 -5.15
H 2.29 -3.31 -2.83
*
```

## Properties
Highest occupied orbital energy: -0.346 Eh
Frontier orbital gap: 0.176 hartree

Here are the Mulliken charges for atoms 1 to 6, given in e: 0.909 -1.471 1.730 -1.397 -0.775 1.709

***

Record 5
Below is C40H44BClN8O8S2Tl as an isolated structure, with properties calculated with ωB97M-V/def2-TZVPD.

```
! wB97M-V def2-TZVPD RIJCOSX def2/J DEFGRID3
* xyz -1 1
Tl -1.23 1.50 -0.93
O 5.12 5.12 -2.60
C 4.76 4.17 -3.38
O 5.21 3.78 -4.52
C 3.59 3.39 -2.90
C 3.52 2.88 -1.55
C 2.41 2.18 -1.13
N 1.34 1.95 -1.92
C 1.34 2.38 -3.20
C 2.48 3.10 -3.71
C 0.23 2.10 -4.09
O 0.44 2.16 -5.34
O -0.91 1.78 -3.52
H 4.36 3.08 -0.87
H 2.32 1.81 -0.11
H 2.43 3.40 -4.77
C -3.56 1.76 -4.70
N -4.05 2.86 -3.87
C -3.85 4.26 -4.13
C -4.49 4.93 -3.16
N -5.09 4.00 -2.27
B -5.97 4.35 -1.05
N -5.50 3.49 0.13
C -6.30 2.74 0.97
C -5.55 2.17 1.94
N -4.24 2.59 1.72
C -3.06 2.27 2.52
C -4.16 3.41 0.55
S -2.83 4.08 -0.07
C -4.81 2.75 -2.72
S -5.36 1.29 -2.12
H -3.74 2.00 -5.75
H -4.11 0.85 -4.43
H -2.48 1.63 -4.53
H -3.26 4.60 -4.99
H -4.59 6.01 -2.96
H -7.12 4.15 -1.29
H -5.91 5.52 -0.80
H -7.38 2.69 0.79
H -5.83 1.51 2.77
H -3.37 1.95 3.52
H -2.47 3.19 2.58
H -2.43 1.50 2.05
C 1.01 3.91 2.80
C 0.52 2.67 2.11
O 0.24 2.70 0.89
C 0.47 1.44 2.93
C 1.17 1.35 4.12
C 1.24 0.14 4.84
C 0.56 -0.98 4.38
C -0.20 -0.93 3.22
C -0.28 0.26 2.43
O -1.01 0.25 1.37
H 0.74 4.79 2.19
H 2.11 3.95 2.92
H 0.59 4.02 3.81
H 1.69 2.23 4.49
H 1.85 0.10 5.73
H 0.61 -1.92 4.96
H -0.79 -1.79 2.87
O -3.79 -0.78 -1.57
C -3.76 0.40 -1.68
C 2.40 -5.94 1.76
C 1.33 -5.12 1.02
C 1.21 -3.79 1.78
C 0.00 -5.88 1.15
C 1.69 -4.97 -0.51
O 1.84 -6.33 -1.05
C 3.02 -4.23 -0.84
C 3.11 -2.71 -0.80
C 3.56 -2.05 0.46
C 2.89 -0.89 0.90
C 3.33 -0.21 2.04
C 4.43 -0.70 2.78
Cl 4.93 0.10 4.18
C 5.10 -1.86 2.34
C 4.68 -2.52 1.17
C 0.51 -4.50 -1.43
N -0.16 -3.23 -1.13
C -0.08 -2.01 -1.72
N -0.96 -1.18 -1.16
C -1.60 -1.96 -0.23
N -1.20 -3.23 -0.17
H 2.12 -6.02 2.82
H 3.41 -5.48 1.76
H 2.49 -6.98 1.38
H 0.80 -4.00 2.78
H 0.54 -3.05 1.31
H 2.17 -3.30 1.99
H -0.16 -6.15 2.21
H -0.03 -6.78 0.53
H -0.86 -5.25 0.87
H 2.67 -6.77 -0.77
H 3.28 -4.52 -1.87
H 3.81 -4.65 -0.21
H 2.18 -2.18 -1.06
H 3.78 -2.42 -1.63
H 2.00 -0.54 0.35
H 2.93 0.74 2.34
H 5.93 -2.23 2.94
H 5.22 -3.39 0.80
H -0.28 -5.26 -1.48
H 0.97 -4.38 -2.43
H 0.56 -1.77 -2.57
H -2.39 -1.56 0.41
*
```

## Properties
Energy relative to the best compared isomer or geometry (same formula, charge and spin): 124.3 kJ/mol
Highest occupied orbital energy (alpha / beta): -0.185 / -0.185 Eh
Frontier orbital gap (alpha / beta): 0.149 / 0.158 hartree

Here are the Mulliken charges for atoms 1 to 6, given in e: 1.291 -0.726 0.176 -0.720 0.556 -1.158

***

Copy entry 1 word for word.
Below is a 2-piece molecular cluster, C40H42BClN3O9S overall, with properties calculated with ωB97M-V/def2-TZVPD.

```
! wB97M-V def2-TZVPD RIJCOSX def2/J DEFGRID3
* xyz -1 1
C -3.21 -5.05 -0.88
B -2.38 -4.28 -1.97
O -2.30 -4.79 -3.26
C -1.57 -2.94 -1.66
C -2.16 -1.67 -1.64
C -3.63 -1.57 -1.94
C -3.97 -1.83 -3.44
C -4.39 -0.59 -4.18
C -5.75 -0.29 -4.29
C -6.18 0.86 -4.93
C -5.23 1.73 -5.46
C -3.88 1.43 -5.40
C -3.47 0.27 -4.76
C -1.32 -0.59 -1.36
C 0.05 -0.76 -1.13
C 0.65 -2.02 -1.13
C 2.11 -2.24 -0.83
C 2.39 -3.26 0.29
C 2.36 -2.63 1.68
C 2.44 -3.74 2.74
N 1.10 -4.17 3.21
C 0.86 -5.59 2.97
C 0.94 -3.83 4.59
C 1.38 -4.78 5.69
O 0.47 -2.76 4.90
C -0.23 -3.06 -1.41
O 0.28 -4.42 -1.45
C 1.03 -4.64 -2.48
N 1.74 -4.80 -3.37
C 0.84 0.49 -0.90
O 1.96 0.63 -1.34
C 0.17 1.57 -0.12
C 0.89 2.40 0.73
C 2.38 2.29 0.99
C 3.29 3.14 0.09
C 4.37 2.35 -0.66
Cl 2.38 4.16 -1.08
C 0.20 3.42 1.39
C 0.92 4.41 2.32
O 0.95 5.57 1.87
O 1.37 3.96 3.38
C -1.17 3.54 1.22
C -1.89 2.70 0.39
S -3.65 2.93 0.30
C -4.08 3.51 1.93
O -4.35 1.67 0.15
O -3.95 3.98 -0.64
C -1.20 1.71 -0.32
C -1.87 0.81 -1.29
O -2.76 1.17 -2.01
H -3.99 -4.46 -0.40
H -3.63 -5.95 -1.33
H -2.49 -5.39 -0.13
H -1.37 -4.91 -3.51
H -4.06 -0.64 -1.60
H -4.12 -2.36 -1.36
H -4.85 -2.49 -3.44
H -3.15 -2.33 -3.94
H -6.46 -0.98 -3.86
H -7.24 1.08 -4.99
H -5.58 2.64 -5.94
H -3.16 2.11 -5.83
H -2.41 0.06 -4.71
H 2.62 -2.50 -1.76
H 2.56 -1.30 -0.52
H 1.68 -4.09 0.30
H 3.37 -3.70 0.11
H 1.40 -2.14 1.81
H 3.19 -1.94 1.81
H 2.97 -4.61 2.35
H 3.02 -3.39 3.60
H 1.70 -6.24 3.26
H 0.64 -5.78 1.92
H -0.01 -5.93 3.55
H 1.71 -5.75 5.35
H 2.20 -4.30 6.22
H 0.58 -4.92 6.41
H 2.65 1.24 0.92
H 2.50 2.57 2.04
H 3.80 3.84 0.74
H 4.02 2.12 -1.66
H 5.31 2.89 -0.70
H 4.50 1.38 -0.17
H -1.67 4.33 1.75
H -5.17 3.51 1.96
H -3.64 4.48 2.15
H -3.72 2.77 2.64
N 5.84 6.84 1.14
C 6.50 6.73 2.33
C 5.56 6.53 3.31
C 4.28 6.53 2.68
C 4.49 6.73 1.35
H 6.27 6.99 0.24
H 7.57 6.79 2.38
H 5.76 6.40 4.36
H 3.32 6.40 3.15
H 3.79 6.78 0.53
*
```

## Properties
Highest occupied orbital energy: -0.200 Eh
Frontier orbital gap: 0.253 hartree

Here are the Mulliken charges for atoms 1 to 6, given in e: -0.956 0.715 -0.762 0.066 0.021 -1.164